1.
2 unconnected molecules or ions with the total composition C5H13NSi in a non-equilibrium geometry. Source: OMol25; level of theory: ωB97M-V with the def2-TZVPD basis set.

Cartesian coordinates (Å):
C1 4.159 -1.059 0.984
C2 3.003 -0.625 1.423
Si1 1.328 -0.434 0.539
N1 1.376 0.716 -0.723
H1 4.930 -1.318 1.675
H2 4.359 -0.981 -0.039
H3 2.944 -0.585 2.518
H4 0.516 0.124 1.610
H5 0.678 -1.769 0.257
H6 1.073 0.484 -1.713
H7 1.781 1.595 -0.876
C3 -2.064 -0.528 -1.127
C4 -3.217 0.221 -1.123
C5 -3.433 1.260 -0.041
H8 -1.822 -1.402 -1.833
H9 -1.275 -0.029 -0.515
H10 -4.035 -0.289 -1.732
H11 -4.247 0.980 0.671
H12 -2.544 1.378 0.514
H13 -3.511 2.261 -0.467

As for the LUMO energy: 0.8601 eV. Its structure (SMILES) is C=C[SiH2]N.C=CC. The relative energy (zero: lowest compared OMol25 entry of this formula, charge and spin) is 60.56 kcal per mole. The value obtained for the orbital gap is 10.22 eV. For the energy, the calculation gives -14761.434 eV.

---

2.
2 unconnected molecules or ions with the total composition C5H13NSi in a non-equilibrium geometry. Source: OMol25; level of theory: ωB97M-V with the def2-TZVPD basis set.

Cartesian coordinates (Å):
C1 0.107 -0.185 -1.221
C2 -0.791 0.815 -1.907
C3 2.414 0.841 -0.774
C4 -2.337 0.676 1.495
C5 0.456 -2.060 1.821
N1 1.245 0.138 -0.339
Si1 0.080 -0.689 0.562
H1 0.540 -1.022 -1.936
H2 -1.109 1.648 -1.243
H3 -1.784 0.328 -2.021
H4 -0.467 1.225 -2.950
H5 2.384 1.886 -0.496
H6 3.293 0.449 -0.285
H7 2.512 0.772 -1.843
H8 -2.028 1.462 2.085
H9 -2.989 1.025 0.688
H10 -3.009 -0.151 2.109
H11 1.547 -2.138 2.276
H12 -0.273 -1.934 2.689
H13 0.210 -3.086 1.292

As for the LUMO energy (alpha / beta): 0.4222 / 0.4223 eV. The relative energy (zero: lowest compared OMol25 entry of this formula, charge and spin) is 119.41 kcal per mole. The value obtained for the orbital gap (alpha / beta) is 7.88 / 7.88 eV. For the energy, the calculation gives -14758.882 eV.

---

3.
A single C5H13NSi molecule in a non-equilibrium geometry. Source: OMol25; level of theory: ωB97M-V with the def2-TZVPD basis set.

Cartesian coordinates (Å):
C1 2.910 -0.194 1.225
C2 1.470 -0.034 1.131
N1 1.000 -0.150 -0.006
Si1 -0.631 -0.077 -0.414
C3 -0.578 1.250 -1.803
C4 -1.722 0.702 0.879
C5 -1.418 -1.708 -0.973
H1 3.065 -0.921 1.978
H2 3.458 -0.675 0.384
H3 3.457 0.778 1.526
H4 0.829 -0.027 2.048
H5 0.605 1.300 -1.999
H6 -1.190 1.138 -2.767
H7 -0.795 2.264 -1.355
H8 -2.202 -0.054 1.684
H9 -1.208 1.436 1.488
H10 -2.459 1.335 0.297
H11 -1.762 -2.341 -0.042
H12 -2.194 -1.697 -1.768
H13 -0.634 -2.326 -1.512

As for the LUMO energy: 0.9252 eV. Its structure (SMILES) is C/C=N/[Si](C)(C)C. The relative energy (zero: lowest compared OMol25 entry of this formula, charge and spin) is 20.86 kcal per mole. The value obtained for the orbital gap is 10.11 eV. For the energy, the calculation gives -14763.156 eV.